Computed, not measured: a molecular structure, C6H13O4Ru in a non-equilibrium geometry, with wB97M-V/def2-TZVPD.

Output
Expectation value of S² ... 12.02
2S+1 ... 7
Charge ... +1
Orbital gap (spin up / spin down) ... 8.524 / 7.193 eV

```
24
Properties=species:S:1:pos:R:3:forces:R:3
Ru -0.248639 -1.159226 -0.992645 -2.433 -0.299 -1.144
O -1.857152 1.280060 -0.245632 1.358 0.376 -1.442
O 1.519935 -0.662905 -0.004752 0.983 -0.188 -0.368
O 0.462749 -0.037953 -2.365645 -0.185 -0.460 0.590
O -0.539663 -2.119825 0.634887 0.077 0.254 -0.583
C -1.384076 1.273420 1.067166 -1.969 -0.656 -2.876
C 0.456444 -1.942292 1.588755 1.137 0.223 1.840
C 1.795726 0.289208 -2.149820 1.938 0.601 -0.262
C -3.187540 0.877323 -0.522966 -0.799 -0.851 0.036
C 1.173600 -0.614616 1.355556 -2.861 2.234 1.788
C 2.097413 0.463261 -0.660752 0.192 1.170 -0.101
H 2.030811 -0.395402 2.005368 -0.252 -0.145 -0.236
H 3.175707 0.514858 -0.447211 -0.346 -0.047 -0.118
H -0.601075 2.031041 1.119402 -0.278 -0.506 0.995
H 0.046287 -1.900382 2.618520 -0.019 -0.224 -0.538
H -3.716988 0.820235 0.440654 -0.810 1.946 -0.581
H -3.359750 1.328339 -1.508557 -1.150 1.202 1.066
H 0.099743 0.456437 1.567070 3.609 -3.253 -0.842
H -3.566343 -0.116869 -0.809405 2.009 -1.372 -0.153
H 2.075690 1.238956 -2.646225 -0.300 -0.391 0.094
H -1.756421 0.261141 1.215510 0.893 0.152 3.004
H 2.483240 -0.482690 -2.553891 -0.465 0.177 0.043
H 1.596755 1.365181 -0.272593 0.185 -0.195 -0.064
H 1.203547 -2.767298 1.567205 -0.512 0.249 -0.148
```
Positions in Å, forces in eV/Å.

=====

Computed, not measured: a gas-phase ion, C3H6O2PS (charge -1) in a non-equilibrium geometry, with wB97M-V/def2-TZVPD.

Output
Charge ... -1
Orbital gap ... 7.720 eV

```
13
Properties=species:S:1:pos:R:3:forces:R:3
S 3.481269 -1.115041 0.085297 -0.104 -0.049 0.168
P 2.025334 0.151708 -0.378932 -0.923 -1.882 1.659
O 2.134786 0.895651 -1.653542 -0.894 0.246 0.330
O 1.849684 1.190455 0.947697 0.887 -1.015 0.552
C -0.812576 0.013426 -0.334173 -2.301 0.303 0.598
C 0.075800 -0.924408 -0.128213 3.432 3.746 -1.270
C -2.310972 -0.024973 -0.037635 0.723 -3.472 1.753
H 2.380064 0.838313 1.740733 -1.110 0.452 -2.119
H -2.791426 -1.059317 -0.122394 0.599 1.264 -0.435
H -2.533143 0.207418 1.016580 0.221 0.498 -0.318
H -2.691242 0.674970 -0.684349 -1.810 1.452 -1.339
H -0.138877 -1.884902 0.230196 0.049 -1.296 0.480
H -0.668706 1.036698 -0.681261 1.232 -0.248 -0.059
```
Positions in Å, forces in eV/Å.

=====

In the order shown, the computed energy relative to the best compared isomer or geometry (same formula, charge and spin) values come out to 377.1, 99.1 kJ/mol.